(1)
{
  "formula": "C31H23BrN6O2V",
  "method": "the ωB97M-V functional and the def2-TZVPD basis",
  "elements": ["C", "C", "H", "C", "O", "C", "Br", "C", "H", "C", "N", "C", "C", "O", "C", "C", "H", "N", "C", "C", "H", "N", "C", "C", "N", "C", "C", "H", "H", "H", "H", "C", "C", "H", "H", "C", "C", "H", "C", "V", "H", "C", "C", "H", "H", "N", "C", "H", "H", "C", "H", "C", "C", "H", "H", "H", "H", "C", "H", "C", "N", "C", "C", "H"],
  "positions_angstrom": [[4.491, -1.559, -0.541], [-2.333, -0.218, 4.063], [-0.867, 0.924, -4.203], [-0.632, 1.796, -3.596], [1.850, 0.646, -1.648], [2.714, 3.538, 2.484], [0.908, -2.559, 2.160], [2.332, -2.076, 1.039], [-1.159, 3.280, 0.797], [3.008, 3.483, 1.125], [2.196, -1.132, 0.110], [4.612, -2.528, 0.450], [0.003, -2.239, -3.985], [3.910, 0.491, -2.517], [-2.513, 1.070, -2.069], [-2.776, 2.054, 0.125], [-2.911, 0.475, -2.882], [0.019, 1.131, 2.695], [-0.777, 2.468, -1.166], [-0.987, -3.155, -3.648], [-3.913, -2.781, 1.549], [-0.647, -0.220, 0.772], [-1.583, -3.044, -2.413], [-1.645, -1.248, 0.645], [-0.226, -1.151, -1.851], [0.346, -1.270, -3.075], [-0.717, 0.278, 2.121], [-4.840, -2.500, 3.846], [0.108, 3.076, -1.320], [-1.286, -3.934, -4.336], [0.450, 1.913, -3.526], [-1.542, 2.647, 0.006], [-3.424, -0.996, 4.422], [1.102, -0.543, -3.323], [1.423, 2.722, 4.007], [3.288, -0.910, -0.660], [-2.400, -1.286, 1.898], [0.508, -2.267, -4.939], [-1.287, 1.732, -2.246], [0.504, 0.361, -0.545], [-2.362, -3.715, -2.082], [-3.247, 1.239, -0.912], [3.125, 0.121, -1.714], [3.237, 4.219, 3.141], [3.551, -3.536, 2.019], [1.365, 1.758, 0.806], [1.724, 2.715, 2.971], [-1.885, 0.488, 4.748], [-3.845, -0.899, 5.414], [-3.485, -2.074, 2.246], [5.536, -3.070, 0.594], [3.518, -2.787, 1.242], [2.323, 2.594, 0.335], [5.299, -1.303, -1.212], [3.760, 4.117, 0.677], [-4.211, 0.755, -0.817], [-1.017, 2.670, -4.125], [-3.992, -1.910, 3.527], [2.532, 2.537, -0.722], [1.052, 1.844, 2.114], [-1.875, -2.019, -0.330], [-1.191, -2.038, -1.531], [-1.841, -0.388, 2.779], [-3.379, 2.213, 1.009]],
  "nbo_charge": [-0.163, -0.164, 0.232, -0.650, -0.774, -0.104, 0.177, 0.149, 0.240, -0.217, -0.477, -0.104, -0.224, -0.445, -0.168, -0.212, 0.231, -0.447, -0.348, -0.105, 0.247, -0.768, -0.202, 0.491, -0.579, 0.060, 0.473, 0.244, 0.253, 0.254, 0.235, -0.146, -0.164, 0.229, 0.261, 0.057, -0.120, 0.256, 0.032, 1.826, 0.261, -0.157, 0.765, 0.255, 0.265, -0.577, -0.201, 0.246, 0.244, -0.148, 0.261, -0.214, 0.048, 0.273, 0.257, 0.244, 0.266, -0.162, 0.229, 0.357, -0.443, 0.360, -0.036, 0.247],
  "gap_ev": [6.2, 6.8],
  "max_force_ev_per_a": 0.75,
  "e_homo_ev": [-14.298, -14.339],
  "relative_energy_kcal_mol": 0.0,
  "spin_multiplicity": 2,
  "s2": 0.79,
  "total_charge": 2
}

***

(2)
{
  "formula": "C31H23ClNO4OsPS",
  "method": "the ωB97M-V functional and the def2-TZVPD basis",
  "elements": ["C", "C", "O", "C", "H", "P", "H", "C", "C", "C", "H", "H", "H", "S", "H", "C", "O", "H", "C", "C", "C", "Cl", "H", "C", "C", "N", "O", "C", "H", "H", "C", "C", "C", "H", "C", "H", "O", "C", "C", "C", "H", "C", "H", "C", "H", "H", "H", "C", "H", "C", "C", "H", "C", "H", "C", "H", "H", "Os", "C", "H", "C", "C", "C"],
  "positions_angstrom": [[3.304, 0.611, -1.933], [-1.060, -3.753, -1.537], [1.919, 2.378, -2.853], [-1.226, 5.091, 0.282], [-6.453, 1.524, 0.817], [1.490, -0.189, -0.283], [-1.520, 3.558, 1.747], [1.731, 1.039, 4.069], [2.718, 0.849, 1.891], [2.799, 1.261, 3.209], [-1.632, -4.615, -1.852], [3.561, 1.010, 1.230], [6.435, -0.124, -2.900], [-2.696, -1.705, 0.487], [-1.488, 2.423, -3.675], [4.128, -1.296, -0.701], [-1.721, 1.536, 0.213], [3.697, 1.746, 3.567], [-0.361, -3.791, -0.318], [0.578, 0.408, 3.615], [-1.434, 3.800, 0.697], [-0.849, 7.048, -1.545], [0.873, -2.737, 1.068], [-1.013, -2.637, -2.338], [1.555, 0.219, 1.431], [-5.059, -1.890, 1.611], [1.083, 1.049, -1.231], [5.316, -1.186, -1.412], [-4.166, 0.925, 0.098], [0.055, -0.801, -2.728], [0.398, -1.537, -0.684], [-1.110, 5.410, -1.083], [-6.840, -0.369, 1.754], [-7.840, -0.129, 2.082], [0.480, 0.003, 2.297], [-1.522, -2.622, -3.292], [-1.673, 0.862, -2.461], [4.489, 0.727, -2.642], [-6.307, -1.599, 2.028], [-1.528, 2.763, -0.246], [-4.687, -2.811, 1.817], [-6.056, 0.544, 1.046], [4.002, -2.073, 0.042], [2.123, 1.477, -2.122], [-0.388, -4.686, 0.289], [6.116, -1.889, -1.222], [-1.146, 5.887, 1.011], [-1.515, 2.099, -2.632], [-6.824, -2.381, 2.565], [5.497, -0.186, -2.366], [-1.201, 4.423, -2.023], [-0.425, -0.475, 1.945], [-4.779, 0.217, 0.635], [1.800, 1.356, 5.101], [-0.245, -1.505, -1.961], [-0.246, 0.235, 4.293], [4.612, 1.506, -3.382], [-1.568, -0.191, -0.708], [-1.412, 3.083, -1.621], [-1.106, 4.656, -3.075], [-4.264, -1.041, 0.923], [0.350, -2.702, 0.120], [3.124, -0.381, -0.973]],
  "nbo_charge": [-0.110, -0.189, -0.464, -0.125, 0.252, 1.949, 0.240, -0.134, -0.085, -0.219, 0.244, 0.222, 0.249, -0.002, 0.192, -0.162, -0.679, 0.244, -0.174, -0.196, -0.268, 0.064, 0.241, -0.164, -0.526, -0.448, -0.815, -0.155, 0.253, 0.244, -0.479, -0.081, -0.239, 0.266, -0.147, 0.248, -0.611, -0.149, 0.090, 0.384, 0.445, -0.074, 0.240, 0.790, 0.245, 0.247, 0.249, 0.432, 0.251, -0.161, -0.130, 0.235, -0.245, 0.241, -0.250, 0.234, 0.256, 0.802, -0.268, 0.245, 0.090, -0.208, -0.429],
  "gap_ev": [6.5, 6.5],
  "max_force_ev_per_a": 0.86,
  "e_homo_ev": [-12.886, -12.888],
  "relative_energy_kcal_mol": 17.5,
  "total_charge": 2
}

***

(3)
{
  "formula": "C31H23N10O2STi",
  "method": "the ωB97M-V functional and the def2-TZVPD basis",
  "elements": ["H", "C", "C", "C", "C", "H", "C", "N", "N", "C", "H", "H", "O", "N", "N", "C", "H", "H", "H", "C", "C", "H", "H", "C", "C", "H", "H", "H", "C", "C", "C", "C", "H", "H", "C", "C", "H", "N", "C", "N", "C", "Ti", "C", "H", "H", "N", "C", "C", "C", "O", "H", "C", "H", "H", "C", "H", "N", "N", "C", "C", "H", "C", "C", "S", "H", "C", "C", "N"],
  "positions_angstrom": [[0.746, 1.119, 2.992], [-1.996, -2.622, 1.848], [-2.357, 2.545, -2.292], [-5.040, -0.007, -0.358], [-3.925, 3.219, -3.962], [-6.092, 0.094, -0.602], [-0.109, 1.757, 2.831], [-0.656, -1.523, -1.269], [1.800, -3.647, -2.510], [2.920, -0.253, -0.722], [-3.532, 2.497, -5.967], [2.517, -0.128, -4.479], [1.117, -0.327, 1.338], [-0.619, 1.483, -1.223], [-0.573, 1.815, 1.560], [-1.698, 3.316, 3.659], [-3.086, -4.072, 2.985], [1.428, -3.599, -3.446], [-4.075, 3.797, -1.889], [4.012, -0.581, -1.473], [-3.187, 2.500, -4.940], [-1.464, 1.260, -5.336], [-4.461, -0.768, -2.297], [-4.148, -0.481, -1.297], [-1.839, -1.305, -1.761], [-0.169, 2.333, 4.880], [0.733, -2.743, 4.484], [-2.816, 0.564, 2.094], [0.024, -1.947, 2.650], [1.228, -1.079, 2.410], [-2.164, 3.450, 2.385], [-1.592, 2.703, 1.303], [4.933, -0.874, -0.985], [-2.092, -1.764, -2.704], [-0.612, 2.451, 3.898], [-3.518, 3.252, -2.646], [-5.251, 0.680, 1.682], [-2.136, 2.917, 0.094], [-3.229, 0.271, 1.139], [0.035, -2.378, -2.044], [1.591, 0.184, -2.581], [-0.195, -0.056, 0.055], [-4.581, 0.335, 0.905], [-2.731, -2.557, 1.055], [2.988, -0.280, 0.350], [1.710, 0.113, -1.222], [-1.630, 1.833, -3.260], [3.879, -0.561, -2.867], [-1.708, 2.342, -1.033], [2.150, -1.064, 3.181], [2.333, -4.453, -2.249], [-2.039, 1.812, -4.599], [-2.987, 4.109, 2.132], [-2.150, 3.876, 4.473], [-0.514, 1.221, -2.583], [4.710, -0.847, -3.505], [0.473, 0.618, -3.225], [-2.348, -0.141, 0.219], [1.020, -3.109, -1.522], [2.684, -0.180, -3.410], [-4.822, 3.752, -4.262], [-1.216, -3.521, 3.911], [-0.079, -2.744, 3.769], [1.422, -3.449, 0.096], [-1.344, -4.162, 4.777], [-2.804, -0.591, -0.958], [-2.188, -3.469, 2.926], [-0.914, -1.863, 1.719]],
  "nbo_charge": [0.210, 0.060, -0.049, -0.164, -0.249, 0.213, 0.056, -0.296, -0.801, 0.088, 0.196, 0.217, -0.818, -0.712, -0.577, -0.185, 0.214, 0.385, 0.216, -0.308, -0.258, 0.219, 0.227, -0.236, 0.009, 0.210, 0.242, 0.221, 0.121, 0.795, -0.266, 0.379, 0.210, 0.220, -0.336, -0.193, 0.213, -0.590, 0.077, -0.454, 0.393, 1.662, -0.221, 0.200, 0.224, -0.571, -0.136, -0.163, 0.362, -0.603, 0.389, -0.166, 0.218, 0.201, 0.399, 0.199, -0.568, -0.530, 0.279, -0.258, 0.196, -0.167, -0.209, -0.378, 0.211, 0.188, -0.243, -0.412],
  "gap_ev": [4.4, 6.4],
  "max_force_ev_per_a": 2.36,
  "e_homo_ev": [-2.273, -4.490],
  "relative_energy_kcal_mol": 12.6,
  "spin_multiplicity": 3,
  "s2": 2.03,
  "total_charge": -1
}